(1)
{
  "formula": "C30H60F5NO26SSi",
  "method": "wB97M-V/def2-TZVPD",
  "orbital_gap_ev": 10.309,
  "charge": 0,
  "homo_energy_ev": -9.994,
  "smiles": "CCN[Si@H](CC)S(=O)(=O)C(F)(F)C(F)(F)F.COC(=O)OC.COC(=O)OC.COC(=O)OC.COC(=O)OC.COC(=O)OC.COC(=O)OC.COC(=O)OC.COC(=O)OC",
  "e_lumo_ha": 0.012,
  "elements": ["C", "C", "N", "Si", "C", "C", "S", "O", "O", "C", "F", "F", "C", "F", "F", "F", "H", "H", "H", "H", "H", "H", "H", "H", "H", "H", "H", "H", "C", "O", "C", "O", "O", "C", "H", "H", "H", "H", "H", "H", "C", "O", "C", "O", "O", "C", "H", "H", "H", "H", "H", "H", "C", "O", "C", "O", "O", "C", "H", "H", "H", "H", "H", "H", "C", "O", "C", "O", "O", "C", "H", "H", "H", "H", "H", "H", "C", "O", "C", "O", "O", "C", "H", "H", "H", "H", "H", "H", "C", "O", "C", "O", "O", "C", "H", "H", "H", "H", "H", "H", "C", "O", "C", "O", "O", "C", "H", "H", "H", "H", "H", "H", "C", "O", "C", "O", "O", "C", "H", "H", "H", "H", "H", "H"],
  "coordinates": [[-0.41016, -5.46748, -4.53024], [0.64350, -4.34912, -4.39458], [0.97512, -3.65948, -5.66454], [-0.38705, -3.01712, -6.54076], [0.07388, -2.37991, -8.25425], [1.09773, -1.21279, -8.23763], [-1.60927, -1.55083, -5.41407], [-2.38905, -2.34241, -4.48905], [-2.49520, -0.88321, -6.34085], [-0.64416, -0.37529, -4.32764], [-1.37023, -0.11267, -3.27279], [0.43996, -1.02496, -3.89694], [-0.12982, 0.93739, -5.01311], [0.10401, 1.83695, -4.05429], [-0.98408, 1.47486, -5.81982], [1.02616, 0.73864, -5.58054], [-1.38631, -5.03451, -4.29371], [-0.41321, -5.92587, -5.51737], [-0.22879, -6.20862, -3.75046], [0.33465, -3.68404, -3.57916], [1.56824, -4.82914, -4.05319], [1.66121, -2.93331, -5.47461], [-1.29937, -4.14714, -6.77901], [-0.87344, -2.05819, -8.69682], [0.48142, -3.19463, -8.85785], [1.38089, -0.99949, -9.27100], [0.57193, -0.31296, -7.90676], [1.97605, -1.43524, -7.63324], [-0.68131, -0.15088, 3.37631], [-0.17315, 0.84629, 2.48589], [-0.54827, 0.69072, 1.21377], [-1.25052, -0.18583, 0.78485], [-0.00758, 1.68335, 0.50073], [-0.32833, 1.64890, -0.89191], [-0.30853, 0.08265, 4.37085], [-1.76990, -0.13297, 3.39690], [-0.32257, -1.13909, 3.09359], [-1.40374, 1.74554, -1.03619], [0.03917, 0.73653, -1.35579], [0.16335, 2.49815, -1.35933], [-5.57430, -8.59862, -2.54940], [-5.52479, -7.23657, -2.12728], [-5.10942, -6.38446, -3.07036], [-4.79064, -6.67867, -4.19416], [-5.10942, -5.15928, -2.54970], [-4.68343, -4.13392, -3.45442], [-5.92312, -9.18346, -1.70209], [-6.27452, -8.72089, -3.37455], [-4.58375, -8.94925, -2.83609], [-5.35063, -4.07892, -4.31352], [-3.66086, -4.30658, -3.77712], [-4.72368, -3.18999, -2.91875], [-1.27295, 4.38863, 1.99860], [-2.56869, 4.98978, 1.88767], [-2.74060, 5.70734, 0.76623], [-1.92234, 5.86099, -0.09795], [-3.98673, 6.22527, 0.76341], [-4.27955, 7.00649, -0.39752], [-1.25107, 3.83642, 2.93430], [-1.09939, 3.69585, 1.18043], [-0.49729, 5.15207, 2.02546], [-4.21143, 6.39841, -1.29803], [-3.61106, 7.86335, -0.46302], [-5.30045, 7.36402, -0.29084], [1.99478, -0.05290, 9.75243], [2.50774, 0.94336, 8.86145], [2.12823, 0.78540, 7.59027], [1.42555, -0.09546, 7.16687], [2.66595, 1.77288, 6.87299], [2.34271, 1.72582, 5.48087], [2.36928, 0.18225, 10.74553], [0.90657, -0.02575, 9.77160], [2.34713, -1.04352, 9.46911], [1.26739, 1.81529, 5.33286], [2.71648, 0.80807, 5.02995], [2.83121, 2.57002, 5.00208], [-3.53209, 7.70629, 7.88954], [-3.08694, 7.20031, 6.63203], [-4.04675, 7.11940, 5.70213], [-5.19980, 7.43064, 5.85404], [-3.50202, 6.63687, 4.58731], [-4.41361, 6.49076, 3.48916], [-2.66958, 7.72303, 8.55114], [-3.91460, 8.72047, 7.78310], [-4.29317, 7.05609, 8.31875], [-4.83136, 7.45785, 3.20778], [-5.21009, 5.79062, 3.74278], [-3.85615, 6.09452, 2.64846], [7.43418, 0.80108, 1.71784], [7.84285, 1.53074, 2.87525], [6.83458, 2.00427, 3.60944], [5.66189, 1.86477, 3.37405], [7.35096, 2.65885, 4.65078], [6.37777, 3.22344, 5.53149], [8.33812, 0.47277, 1.21160], [6.85063, -0.07378, 2.00076], [6.86337, 1.43768, 1.04341], [5.75198, 2.44426, 5.96557], [5.76515, 3.95654, 5.00848], [6.92055, 3.72358, 6.32909], [-2.23252, -3.96727, -14.64801], [-1.78566, -3.28624, -13.47486], [-2.77075, -2.82109, -12.70271], [-3.94910, -2.93110, -12.91723], [-2.21841, -2.21218, -11.65019], [-3.16100, -1.66102, -10.72876], [-1.34588, -4.29359, -15.18527], [-2.82613, -4.84087, -14.38305], [-2.80563, -3.29718, -15.28697], [-3.79038, -2.44320, -10.30680], [-3.77262, -0.89872, -11.20858], [-2.59575, -1.19792, -9.92393], [5.26846, -0.32231, 9.17056], [6.51182, -0.75748, 9.72326], [6.43958, -1.91744, 10.37755], [5.44780, -2.58461, 10.52555], [7.65673, -2.20979, 10.84048], [7.72881, -3.43613, 11.56855], [5.44832, 0.62376, 8.66712], [4.90007, -1.04312, 8.44021], [4.53631, -0.16556, 9.95561], [7.45439, -4.27727, 10.93373], [7.08905, -3.39911, 12.44901], [8.76051, -3.55786, 11.88794]],
  "forces_ev_per_a": [[-0.1, 0.9, 0.5], [0.6, -1.1, 0.3], [-1.2, 0.9, 0.3], [1.7, -1.5, -1.5], [0.4, 0.7, 0.9], [-1.1, -0.1, -0.6], [-2.6, -0.8, -0.4], [1.0, -0.4, 1.0], [1.0, 1.0, -0.5], [0.5, 0.4, -0.9], [-1.0, 0.5, 0.5], [0.8, -0.7, 0.0], [-0.2, 0.2, 2.0], [0.0, 0.3, 0.9], [-1.0, 0.2, -1.3], [1.0, -0.7, -1.3], [-0.1, -0.2, -0.4], [0.0, -0.1, 0.1], [0.1, -0.1, -0.2], [0.0, 0.2, -0.3], [0.0, 0.2, -0.1], [0.2, -0.2, -0.1], [-0.5, 0.4, 0.4], [0.2, 0.0, -0.2], [-0.3, -0.2, 0.2], [0.3, 0.0, 0.2], [0.4, 0.0, 0.3], [0.0, 0.2, 0.0], [-0.1, -0.2, 0.3], [0.0, 0.1, 0.0], [0.0, 0.0, 0.0], [0.1, 0.1, 0.0], [0.1, -0.1, 0.0], [0.0, 0.2, -0.3], [0.1, 0.1, -0.1], [0.0, -0.1, -0.1], [-0.1, 0.0, -0.1], [0.0, -0.2, 0.0], [-0.1, -0.1, 0.1], [0.1, 0.1, 0.2], [0.0, -0.3, 0.0], [0.0, 0.0, 0.0], [0.0, 0.1, 0.1], [0.0, 0.0, 0.1], [-0.1, -0.1, 0.0], [0.1, 0.2, -0.1], [0.0, 0.2, 0.1], [0.1, 0.0, -0.1], [0.0, 0.1, -0.1], [0.1, -0.1, 0.0], [-0.1, -0.1, -0.1], [0.0, -0.1, 0.2], [0.3, -0.2, 0.2], [0.1, 0.0, -0.7], [-0.1, -0.2, -0.1], [0.0, 0.0, 0.0], [0.5, -0.4, -0.6], [-0.2, 0.2, -0.2], [-0.2, 0.1, 0.0], [0.0, 0.1, -0.1], [0.0, 0.0, -0.1], [0.1, 0.0, 0.0], [0.1, -0.1, -0.1], [0.0, -0.1, 0.2], [-0.1, -0.1, 0.2], [0.0, 0.0, 0.0], [0.0, 0.1, 0.0], [0.0, 0.1, 0.0], [0.0, 0.0, 0.1], [0.0, 0.1, -0.4], [0.1, 0.2, -0.1], [0.0, -0.1, -0.1], [-0.1, 0.0, -0.1], [0.0, -0.1, 0.0], [-0.1, 0.0, 0.0], [0.1, 0.0, 0.2], [0.0, 0.1, 0.2], [0.0, 0.0, 0.0], [0.1, -0.1, -0.1], [0.1, 0.0, 0.0], [0.0, 0.0, 0.1], [-0.1, 0.0, -0.2], [0.1, -0.1, -0.2], [-0.1, -0.1, 0.0], [-0.1, 0.1, -0.1], [-0.1, 0.0, 0.2], [-0.1, 0.1, 0.1], [-0.4, 0.4, 1.3], [0.0, -0.2, -0.2], [0.0, 0.0, 0.1], [0.1, 0.0, 0.1], [0.0, 0.0, 0.0], [0.0, 0.0, -0.1], [-0.1, 0.1, 0.2], [0.1, 0.1, 0.2], [-0.1, 0.1, 0.0], [-0.1, 0.0, 0.1], [-0.1, 0.0, -0.1], [-0.1, -0.1, 0.0], [0.2, -0.1, -0.1], [0.0, -0.1, -0.2], [0.0, 0.0, 0.1], [0.1, 0.0, 0.0], [0.1, 0.0, 0.0], [0.1, 0.0, 0.0], [-0.2, 0.1, 0.3], [0.1, 0.1, 0.2], [-0.1, 0.1, 0.0], [-0.1, 0.0, 0.1], [-0.1, 0.0, -0.1], [-0.1, -0.1, -0.1], [0.2, 0.0, -0.1], [-0.1, 0.2, -0.2], [0.1, -0.1, 0.0], [0.1, 0.0, 0.0], [0.1, 0.1, 0.0], [0.0, 0.0, 0.0], [0.1, -0.2, 0.2], [0.2, 0.0, 0.1], [-0.1, -0.1, 0.1], [0.0, -0.1, 0.0], [-0.1, 0.0, 0.0], [-0.1, 0.0, -0.1], [0.0, 0.2, -0.1]]
}


(2)
{
  "formula": "C30H60NO13S5",
  "method": "wB97M-V/def2-TZVPD",
  "orbital_gap_ev": 5.402,
  "charge": -1,
  "homo_energy_ev": -4.112,
  "e_lumo_ha": 0.047,
  "elements": ["C", "O", "C", "C", "C", "C", "C", "C", "C", "C", "N", "C", "O", "O", "H", "H", "H", "H", "H", "H", "H", "H", "H", "H", "H", "H", "H", "H", "H", "H", "H", "H", "H", "H", "C", "C", "C", "S", "O", "O", "C", "H", "H", "H", "H", "H", "H", "H", "H", "C", "C", "C", "S", "O", "O", "C", "H", "H", "H", "H", "H", "H", "H", "H", "C", "C", "C", "S", "O", "O", "C", "H", "H", "H", "H", "H", "H", "H", "H", "C", "C", "C", "S", "O", "O", "C", "H", "H", "H", "H", "H", "H", "H", "H", "C", "C", "C", "S", "O", "O", "C", "H", "H", "H", "H", "H", "H", "H", "H"],
  "coordinates": [[1.52412, -3.08800, -3.36998], [2.77188, -3.38856, -3.94843], [3.57247, -2.23331, -4.13346], [4.26718, -1.82060, -2.84666], [5.42678, -0.85715, -3.07066], [6.04245, -0.43393, -1.72237], [5.75551, 1.01929, -1.35774], [4.29787, 1.27096, -0.96818], [3.42385, 1.84745, -2.10536], [3.87001, 3.19846, -2.62435], [3.27444, 4.27978, -1.82039], [3.35851, 3.34416, -4.08585], [2.13123, 3.08001, -4.24827], [4.18774, 3.69672, -4.96697], [1.15446, -3.98743, -2.89597], [0.81641, -2.72456, -4.11698], [1.58694, -2.33588, -2.58819], [2.98305, -1.41921, -4.55497], [4.32727, -2.46464, -4.87865], [3.55849, -1.34085, -2.18038], [4.61591, -2.72092, -2.35185], [6.17613, -1.32646, -3.69908], [5.03936, 0.01017, -3.59470], [5.61242, -1.05178, -0.93754], [7.10536, -0.66384, -1.72888], [6.36195, 1.25569, -0.48658], [6.07773, 1.65166, -2.17855], [4.30780, 2.01529, -0.17546], [3.81075, 0.38349, -0.57655], [2.39273, 1.94286, -1.79384], [3.42939, 1.14939, -2.93801], [4.95264, 3.30552, -2.59503], [2.99564, 3.97768, -0.89952], [3.85526, 5.09955, -1.78668], [-1.85977, -0.35167, -0.65714], [-1.94194, 0.01852, 0.82637], [-0.56104, -0.22408, 1.44087], [0.62718, -0.00499, 0.10693], [1.27041, -1.27311, -0.15114], [1.38846, 1.19709, 0.32022], [-0.58109, 0.29696, -1.18007], [-2.73014, -0.01141, -1.20554], [-1.79374, -1.43900, -0.76423], [-2.21193, 1.07286, 0.92140], [-2.70008, -0.55546, 1.34557], [-0.33726, 0.48197, 2.23446], [-0.45873, -1.24142, 1.81304], [-0.22803, -0.12698, -2.11750], [-0.69124, 1.37641, -1.27697], [-5.94104, -2.87186, 1.25457], [-7.11169, -2.94564, 0.26433], [-6.98680, -1.74645, -0.68366], [-5.23459, -1.34799, -0.76172], [-5.04295, -0.04425, -0.17956], [-4.72597, -1.67203, -2.06797], [-4.70115, -2.59195, 0.41266], [-5.83450, -3.79401, 1.82416], [-6.09972, -2.05491, 1.96226], [-7.04787, -3.87426, -0.30674], [-8.07367, -2.94126, 0.77512], [-7.33861, -1.97298, -1.68669], [-7.50498, -0.87082, -0.29803], [-3.86394, -2.21225, 0.99018], [-4.39753, -3.46999, -0.15700], [1.38421, 2.43107, -7.13459], [2.29101, 2.61260, -8.35466], [2.04754, 1.42255, -9.29505], [0.35585, 0.89316, -8.99792], [0.37794, -0.43914, -8.44120], [-0.45589, 1.19451, -10.15775], [0.01050, 2.06458, -7.69343], [1.34742, 3.32499, -6.51940], [1.76304, 1.62531, -6.50737], [2.03377, 3.54309, -8.86753], [3.33724, 2.67824, -8.06198], [2.15037, 1.69253, -10.34359], [2.70012, 0.58314, -9.06273], [-0.64997, 1.60660, -6.96080], [-0.47513, 2.92685, -8.15096], [-4.00276, 2.46990, 5.59413], [-3.41773, 1.52498, 6.65309], [-3.57330, 0.09405, 6.13327], [-3.54896, 0.20991, 4.34321], [-4.83598, -0.19535, 3.83170], [-2.32748, -0.37463, 3.84540], [-3.43241, 1.99290, 4.25986], [-3.74223, 3.50882, 5.78834], [-5.09262, 2.39214, 5.58378], [-2.36337, 1.74819, 6.79963], [-3.91083, 1.64256, 7.61654], [-2.75755, -0.54800, 6.45651], [-4.52736, -0.34267, 6.42355], [-3.98319, 2.35061, 3.39281], [-2.37706, 2.24767, 4.16638], [-0.43454, -2.52418, 9.03376], [0.66011, -2.54538, 7.95769], [0.76969, -1.12579, 7.38662], [0.25892, -0.01692, 8.70604], [-0.95930, 0.64544, 8.30348], [1.39109, 0.73223, 9.17995], [-0.15401, -1.29307, 9.89098], [-0.43293, -3.43400, 9.63192], [-1.41556, -2.43332, 8.56161], [1.61003, -2.83494, 8.41075], [0.44008, -3.26550, 7.17159], [1.78495, -0.87422, 7.09267], [0.09419, -0.97426, 6.54591], [-1.00452, -0.97159, 10.48745], [0.71685, -1.44169, 10.52821]],
  "forces_ev_per_a": [[0.0, 0.1, 0.1], [0.1, 0.0, -0.1], [0.2, 0.0, 0.2], [-0.1, 0.2, -0.4], [-0.3, -0.2, 0.5], [-0.2, 0.0, -0.4], [0.2, -0.7, 0.4], [-0.3, 1.0, -0.7], [0.6, -0.5, 0.2], [-0.4, 0.5, -0.3], [-0.3, -0.2, -0.1], [-0.5, 0.1, -0.6], [0.8, 0.1, 0.1], [-0.2, -0.2, 0.4], [-0.2, -0.3, -0.1], [-0.1, -0.1, -0.2], [0.2, 0.2, 0.2], [-0.2, 0.2, 0.0], [0.1, -0.3, -0.2], [-0.2, 0.1, 0.3], [0.1, -0.3, 0.1], [0.2, -0.1, -0.2], [0.2, 0.2, -0.2], [0.0, -0.2, 0.2], [0.3, 0.2, 0.0], [0.3, 0.2, 0.1], [0.0, 0.3, -0.1], [-0.2, 0.0, 0.3], [0.1, -0.2, 0.2], [-0.2, 0.0, 0.1], [-0.1, -0.1, -0.2], [0.2, -0.2, -0.3], [0.2, 0.1, 0.2], [0.1, 0.1, 0.2], [0.2, 0.0, 0.1], [0.1, 0.1, -0.2], [-0.2, 0.0, 0.1], [-0.5, 0.2, -0.4], [0.2, 0.1, 0.1], [0.2, -0.1, 0.3], [-0.2, -0.2, -0.1], [0.0, 0.0, -0.1], [0.0, 0.0, -0.1], [0.0, 0.0, 0.0], [0.0, 0.0, 0.1], [0.2, 0.0, 0.0], [0.1, 0.0, 0.0], [0.2, 0.1, 0.0], [0.1, 0.0, 0.0], [-0.1, 0.1, 0.0], [0.1, 0.0, 0.0], [-0.3, -0.2, 0.1], [-0.2, -0.3, 0.1], [0.0, 0.1, -0.1], [0.1, 0.2, -0.1], [-0.1, -0.2, 0.2], [0.0, 0.0, 0.0], [0.1, 0.0, 0.0], [0.0, 0.0, 0.0], [0.0, 0.0, 0.0], [0.1, 0.1, -0.1], [0.1, 0.1, 0.0], [0.1, 0.1, -0.1], [0.0, 0.0, -0.1], [0.0, -0.1, -0.3], [0.0, 0.0, 0.0], [0.3, 0.3, 0.0], [0.1, 0.4, 0.1], [-0.1, -0.1, -0.2], [-0.1, -0.2, 0.0], [0.1, 0.2, 0.2], [0.1, -0.1, 0.2], [0.0, 0.1, 0.1], [0.0, 0.0, 0.0], [0.0, 0.0, 0.1], [-0.1, -0.1, 0.0], [-0.1, -0.1, 0.0], [0.0, -0.1, -0.1], [0.0, 0.0, -0.1], [-0.1, -0.2, 0.0], [0.0, 0.2, -0.1], [0.0, 0.1, 0.4], [0.1, 0.3, 0.2], [0.1, -0.2, -0.1], [-0.1, -0.2, 0.0], [-0.1, 0.3, 0.1], [0.0, 0.0, 0.0], [0.0, 0.0, -0.1], [0.0, 0.0, 0.0], [0.0, 0.0, 0.0], [0.0, 0.0, -0.1], [0.0, 0.0, -0.1], [0.0, -0.1, -0.1], [0.0, -0.1, 0.0], [0.0, 0.1, -0.1], [0.0, 0.0, 0.1], [0.0, -0.3, -0.1], [0.2, -0.2, 0.0], [0.0, 0.1, 0.1], [-0.1, 0.2, 0.0], [-0.1, -0.3, 0.0], [0.0, 0.0, 0.0], [0.0, 0.0, 0.0], [0.0, 0.0, 0.0], [0.0, 0.0, 0.0], [0.0, 0.1, 0.0], [0.0, 0.1, 0.0], [0.0, 0.1, 0.0], [0.0, 0.1, 0.0]]
}